Record 1
Formula: C7H6F4N3O7S
Source: the OMol25 dataset
Level of theory: wB97M-V/def2-TZVPD

Last column: Löwdin charge in e.
Geometry (Å):
N (2.247, -0.728, 1.581)  0.12
C (1.369, 0.013, 0.678)  -0.47
N (0.509, -0.988, 0.053)  0.18
C (1.163, -1.946, -0.379)  -0.26
O (1.818, -2.733, -0.902)  0.24
N (2.322, 0.730, -0.197)  0.15
C (1.803, 2.037, -0.435)  -0.44
O (1.700, 2.596, -1.480)  0.14
C (1.340, 2.499, 0.969)  0.01
C (0.631, 1.205, 1.401)  -0.39
F (0.863, 1.066, 2.754)  0.01
S (-1.210, 1.300, 1.336)  0.83
O (-1.727, 0.499, 2.413)  -0.26
O (-1.657, 2.671, 1.426)  -0.27
C (-1.851, 0.603, -0.277)  -0.69
F (-2.921, 1.324, -0.589)  0.16
F (-0.982, 0.723, -1.266)  0.16
F (-2.235, -0.629, -0.082)  0.17
H (1.718, -1.200, 2.305)  0.10
H (2.955, -0.134, 1.988)  0.09
H (2.417, 0.349, -1.139)  0.15
H (0.742, 3.404, 1.000)  0.13
H (2.224, 2.499, 1.609)  0.14
C (-2.716, -3.368, -2.813)  -0.84
O (-1.481, -3.249, -3.046)  -0.10
O (-3.179, -2.399, -1.886)  -0.03
O (-3.546, -4.168, -3.247)  -0.05
H (-2.317, -1.977, -1.776)  0.03

Cartesian forces (eV/Å) of the 3 atoms listed first:
-0.3800 0.0344 -0.0480
1.7604 -0.7846 0.8202
0.4117 0.1952 0.2166

Properties
- HOMO energy: -0.1583 Eh
- Gap between HOMO and LUMO: 6.5216 eV
- Net charge: -1
- Energy: -1759.000067 Ha

=====

Record 2
Formula: C39H64N10O13
Source: the OMol25 dataset
Level of theory: wB97M-V/def2-TZVPD

Last column: Löwdin charge in e.
Geometry (Å):
O (5.035, -0.352, -2.933)  -0.02
N (4.950, -1.684, -2.712)  -0.30
O (5.389, -2.575, -3.455)  0.07
C (4.240, -2.130, -1.518)  -0.12
C (4.472, -1.437, -0.167)  0.09
C (3.834, -2.135, 1.145)  -0.02
C (2.947, -3.250, 0.949)  -0.12
C (2.625, -3.821, -0.336)  -0.03
C (3.451, -3.421, -1.556)  0.06
H (5.148, -0.575, 0.083)  0.09
H (4.105, -1.802, 2.067)  0.05
H (2.392, -3.615, 1.882)  0.11
H (1.926, -4.604, -0.469)  0.06
H (3.418, -3.835, -2.454)  0.04
O (-0.654, -0.823, 8.973)  0.03
N (-1.102, -1.008, 7.783)  -0.32
O (-1.867, -1.979, 7.570)  0.04
C (-0.822, -0.098, 6.704)  -0.13
C (0.269, 0.807, 6.783)  0.05
C (0.698, 1.737, 5.560)  0.04
C (-0.143, 1.707, 4.351)  -0.08
C (-1.222, 0.820, 4.237)  -0.09
C (-1.715, -0.064, 5.371)  0.09
H (0.705, 0.828, 7.734)  0.07
H (1.526, 2.392, 5.768)  0.06
H (0.032, 2.262, 3.435)  0.10
H (-1.749, 0.714, 3.272)  0.08
H (-2.471, -0.824, 5.159)  0.08
O (-3.233, 3.805, -2.718)  0.05
N (-2.725, 2.763, -3.163)  -0.32
O (-3.180, 1.574, -3.205)  0.00
C (-1.513, 2.995, -4.064)  -0.09
C (-1.109, 4.453, -4.404)  0.05
C (0.184, 4.667, -5.353)  -0.01
C (0.838, 3.419, -5.897)  -0.09
C (0.395, 2.098, -5.647)  -0.02
C (-0.913, 1.765, -4.813)  0.09
H (-1.645, 5.304, -3.936)  0.09
H (0.314, 5.805, -5.483)  0.10
H (1.584, 3.588, -6.771)  0.12
H (0.658, 1.363, -6.020)  -0.06
H (-0.989, 0.600, -4.687)  0.11
C (-4.190, 1.949, 1.899)  -0.04
N (-3.369, 3.130, 2.220)  -0.10
C (-2.665, 3.859, 0.992)  0.04
C (-3.135, 3.591, 3.456)  -0.34
O (-2.282, 4.480, 3.667)  -0.03
H (-4.624, 2.169, 0.953)  0.08
H (-4.967, 1.745, 2.678)  0.11
H (-3.805, 1.064, 1.968)  -0.01
H (-1.548, 3.797, 0.978)  0.09
H (-2.841, 4.819, 0.944)  0.02
H (-3.016, 3.465, 0.063)  0.05
H (-3.385, 2.986, 4.260)  0.11
C (-1.594, -4.125, 3.833)  -0.11
N (-0.654, -4.156, 2.783)  -0.19
C (-0.659, -2.954, 1.865)  -0.01
C (0.067, -5.354, 2.686)  -0.15
O (0.876, -5.389, 1.606)  -0.13
H (-2.510, -3.924, 3.248)  0.10
H (-1.324, -3.480, 4.611)  0.05
H (-1.636, -5.079, 4.505)  0.12
H (-0.966, -2.949, 0.814)  0.07
H (0.289, -2.485, 1.820)  0.04
H (-1.544, -2.213, 2.142)  0.12
H (0.115, -5.998, 3.601)  0.14
C (-5.484, -0.643, -1.681)  -0.09
N (-4.654, -1.690, -2.089)  -0.16
C (-3.884, -1.756, -3.355)  -0.02
C (-4.457, -2.612, -1.015)  -0.26
O (-3.769, -3.633, -1.215)  -0.04
H (-6.072, -0.584, -2.482)  0.06
H (-4.905, 0.262, -1.582)  0.08
H (-6.019, -0.723, -0.847)  0.05
H (-3.616, -0.897, -3.793)  0.02
H (-4.403, -2.504, -4.013)  0.11
H (-2.869, -2.227, -3.403)  0.08
H (-5.006, -2.483, -0.029)  0.15
C (4.702, 3.198, 4.617)  0.01
N (4.721, 2.259, 3.440)  -0.10
C (3.474, 2.358, 2.662)  0.01
C (5.837, 1.643, 3.144)  -0.28
O (5.900, 1.041, 2.000)  -0.08
H (5.289, 3.968, 4.347)  0.06
H (5.016, 2.657, 5.486)  0.09
H (3.832, 3.461, 4.989)  0.03
H (2.906, 3.042, 3.010)  0.03
H (2.936, 1.385, 2.445)  0.13
H (3.734, 2.750, 1.851)  -0.01
H (6.645, 1.562, 3.741)  0.10
C (2.297, 2.261, -1.719)  -0.01
N (2.851, 3.423, -0.965)  -0.18
C (4.264, 3.776, -1.127)  -0.02
C (2.146, 4.071, 0.057)  -0.34
O (2.488, 5.157, 0.483)  0.00
H (3.004, 1.543, -1.430)  0.06
H (2.305, 2.562, -2.675)  0.03
H (1.268, 1.823, -1.326)  0.12
H (4.710, 3.496, -2.062)  0.09
H (4.749, 3.194, -0.198)  0.14
H (4.424, 4.732, -1.073)  0.01
H (1.122, 3.746, 0.207)  0.11
C (-0.257, -1.315, -1.679)  -0.06
N (-0.192, -0.557, -0.426)  -0.18
C (-1.452, 0.157, -0.157)  -0.04
C (0.922, -0.315, 0.297)  -0.37
O (0.914, 0.461, 1.220)  -0.01
H (-0.363, -0.706, -2.616)  0.08
H (-1.159, -2.215, -1.541)  0.15
H (0.637, -1.938, -1.754)  0.06
H (-2.115, -0.463, 0.400)  0.06
H (-1.984, 0.291, -1.067)  0.05
H (-1.236, 1.198, 0.320)  0.12
H (1.873, -0.982, 0.196)  0.13
C (-2.264, -4.338, -6.119)  -0.02
N (-1.250, -3.776, -5.181)  -0.14
C (-0.848, -4.522, -3.987)  -0.02
C (-0.689, -2.644, -5.576)  -0.32
O (0.363, -2.217, -4.985)  -0.07
H (-1.920, -4.733, -6.864)  -0.03
H (-3.123, -3.673, -6.592)  0.13
H (-2.912, -4.986, -5.429)  0.12
H (-1.552, -4.988, -3.490)  0.03
H (-0.321, -4.023, -3.283)  0.04
H (-0.288, -5.470, -4.128)  0.12
H (-0.983, -2.244, -6.613)  0.16

Cartesian forces (eV/Å) of the 3 atoms listed first:
-0.2307 -5.8940 0.9636
0.5290 3.1076 -1.5715
-0.8042 2.2932 1.2458

Properties
- HOMO energy: -0.3219 Eh
- Gap between HOMO and LUMO: 7.1823 eV
- SMILES string: O=[N+]([O-])c1ccccc1.O=[N+]([O-])c1ccccc1.O=[N+]([O-])c1ccccc1.CN(C)C=O.CN(C)C=O.CN(C)C=O.CN(C)C=O.CN(C)C=O.CN(C)C=O.CN(C)C=O
- Energy: -3049.026276 Ha

=====

Record 3
Formula: C3H9NOS
Source: the OMol25 dataset
Level of theory: wB97M-V/def2-TZVPD

Last column: Löwdin charge in e.
Geometry (Å):
N (0.748, 2.480, -0.511)  0.12
C (0.059, 1.705, -1.396)  -0.41
O (-0.457, 2.136, -2.401)  0.02
H (1.444, 2.091, 0.100)  0.09
H (0.601, 3.467, -0.462)  0.10
H (-0.052, 0.659, -1.075)  0.09
C (-1.213, -0.759, 1.496)  -0.41
S (0.542, -1.208, 1.416)  0.72
C (0.674, -2.028, -0.186)  -0.43
H (-1.421, -0.123, 0.679)  0.00
H (-1.323, -0.252, 2.443)  0.03
H (-1.896, -1.606, 1.435)  0.04
H (-0.144, -2.712, -0.355)  0.04
H (0.812, -1.294, -0.970)  0.00
H (1.626, -2.557, -0.213)  0.03

Cartesian forces (eV/Å) of the 3 atoms listed first:
0.1583 -0.3832 0.3429
-0.0717 0.5663 -0.0323
-0.2671 -0.1241 0.1272

Properties
- HOMO energy: -0.3234 Eh
- Gap between HOMO and LUMO: 9.5603 eV
- SMILES string: NC=O.CSC
- Energy: -647.877596 Ha

=====

Record 4
Formula: C25H23F2N4ORhSe2
Source: the OMol25 dataset
Level of theory: wB97M-V/def2-TZVPD

Last column: Mulliken spin population.
Geometry (Å):
Rh (1.298, 0.166, 0.628)  2.58
Se (3.167, -1.207, 2.293)  0.08
Se (3.856, 0.913, 1.438)  0.12
C (4.151, 0.272, -0.362)  0.02
C (5.384, 0.304, -0.979)  0.01
C (5.458, -0.175, -2.283)  0.00
C (4.314, -0.667, -2.892)  0.01
C (3.119, -0.659, -2.186)  0.00
N (3.046, -0.195, -0.940)  0.09
C (1.812, -0.498, 3.472)  0.01
C (1.828, -0.713, 4.834)  0.00
C (0.834, -0.104, 5.593)  0.01
C (-0.099, 0.708, 4.963)  0.00
C (-0.047, 0.858, 3.587)  0.00
N (0.886, 0.244, 2.856)  0.10
H (6.252, 0.691, -0.463)  0.00
H (6.402, -0.169, -2.811)  0.00
H (4.342, -1.052, -3.901)  0.00
H (2.200, -1.028, -2.623)  0.00
H (2.598, -1.328, 5.280)  0.00
H (0.805, -0.247, 6.664)  0.00
H (-0.859, 1.222, 5.532)  0.00
H (-0.759, 1.468, 3.048)  -0.01
F (0.493, 5.064, -1.548)  0.00
C (-0.012, 3.872, -1.277)  0.01
C (0.795, 2.837, -1.004)  0.02
C (0.199, 1.563, -0.631)  0.74
C (-1.287, 1.345, -0.733)  -0.24
C (-2.022, 2.575, -1.120)  -0.01
F (-3.335, 2.479, -1.279)  0.00
C (-1.441, 3.763, -1.318)  0.03
C (-1.206, -1.309, -0.844)  0.02
C (-1.914, -2.480, -1.123)  0.01
C (-1.305, -3.712, -1.011)  0.01
C (0.027, -3.773, -0.617)  0.00
C (0.657, -2.592, -0.313)  0.04
N (0.054, -1.388, -0.406)  0.11
H (1.870, 2.942, -1.071)  0.01
H (-2.029, 4.634, -1.574)  0.00
H (-2.948, -2.420, -1.428)  0.00
H (-1.857, -4.617, -1.229)  0.00
H (0.552, -4.714, -0.535)  0.00
H (1.685, -2.592, 0.027)  0.00
C (-4.542, -0.196, -1.024)  0.00
N (-3.246, -0.129, -0.379)  0.00
C (-3.230, -0.275, 1.062)  0.00
C (-1.993, 0.005, -1.097)  -0.02
C (-2.196, 0.089, -2.619)  0.00
O (-0.656, 1.508, 0.551)  0.24
H (-5.248, -0.650, -0.331)  0.00
H (-4.524, -0.797, -1.935)  0.00
H (-4.940, 0.787, -1.296)  0.00
H (-3.690, -1.223, 1.368)  0.00
H (-3.791, 0.533, 1.547)  0.00
H (-2.212, -0.259, 1.441)  0.00
H (-2.893, 0.878, -2.888)  0.00
H (-2.570, -0.848, -3.019)  0.00
H (-1.237, 0.297, -3.096)  0.00

Cartesian forces (eV/Å) of the 3 atoms listed first:
-0.5575 -1.1356 0.5100
0.1422 -0.0196 0.1371
0.2043 0.0987 0.0348

Properties
- HOMO energy (spin up / spin down): -0.4826 / -0.4827 Eh
- Gap between HOMO and LUMO (spin up / spin down): 6.1537 / 4.7945 eV
- Net charge: +2
- <S²>: 6.0168
- Energy: -6373.143807 Ha
- Spin multiplicity: 5

=====

Record 5
Formula: C18H47N7O6P2
Source: the OMol25 dataset
Level of theory: wB97M-V/def2-TZVPD

Last column: Löwdin charge in e.
Geometry (Å):
C (4.654, -3.772, 2.832)  0.03
C (4.772, -3.730, 1.499)  -0.16
O (4.286, -4.768, 0.694)  0.02
C (3.318, -4.252, -0.154)  -0.57
O (3.615, -3.517, -1.039)  0.17
O (2.068, -4.644, 0.080)  0.08
C (1.647, -4.633, 1.447)  -0.10
C (1.078, -3.287, 1.922)  -0.33
O (1.746, -2.155, 1.358)  -0.02
C (-0.389, -3.169, 1.514)  -0.24
N (-1.021, -2.094, 2.269)  0.02
H (4.296, -2.933, 3.411)  0.06
H (4.943, -4.692, 3.331)  0.07
H (5.286, -2.938, 0.964)  0.13
H (2.420, -5.003, 2.113)  0.11
H (0.839, -5.359, 1.518)  0.13
H (1.132, -3.225, 3.012)  0.15
H (2.296, -1.724, 2.017)  0.09
H (-0.858, -4.116, 1.787)  0.11
H (-0.427, -3.043, 0.426)  0.11
H (-1.978, -2.033, 1.942)  0.07
H (-0.592, -1.202, 2.065)  0.03
C (0.518, 0.777, -2.788)  -0.12
N (0.305, -0.649, -2.840)  -0.33
C (1.188, -1.410, -1.960)  -0.11
P (-1.027, -1.514, -3.453)  0.68
O (-1.633, -2.076, -2.196)  -0.31
N (-2.389, -0.595, -3.995)  -0.33
C (-2.399, 0.849, -4.070)  -0.14
C (-3.690, -1.092, -3.558)  -0.15
N (-0.409, -1.584, -5.032)  -0.30
C (0.984, -1.394, -5.405)  -0.10
C (-1.280, -1.872, -6.169)  -0.12
H (1.583, 0.999, -2.925)  0.08
H (0.200, 1.212, -1.834)  0.06
H (0.023, 1.307, -3.599)  0.05
H (1.675, -2.226, -2.507)  0.07
H (0.647, -1.853, -1.124)  0.05
H (1.981, -0.793, -1.544)  0.09
H (-2.256, 1.323, -3.089)  0.07
H (-3.355, 1.196, -4.468)  0.08
H (-1.644, 1.215, -4.771)  0.07
H (-3.946, -0.766, -2.542)  0.08
H (-3.720, -2.179, -3.576)  0.07
H (-4.466, -0.737, -4.243)  0.08
H (1.180, -0.341, -5.626)  0.09
H (1.230, -1.974, -6.297)  0.08
H (1.672, -1.727, -4.633)  0.07
H (-1.543, -0.951, -6.696)  0.09
H (-2.198, -2.361, -5.857)  0.07
H (-0.793, -2.546, -6.878)  0.08
C (-0.025, 4.166, 0.670)  -0.13
N (-0.823, 3.096, 1.216)  -0.34
C (-1.452, 2.263, 0.200)  -0.14
P (-0.831, 2.437, 2.809)  0.72
O (-0.116, 1.144, 2.459)  -0.31
N (0.364, 3.053, 3.892)  -0.33
C (1.251, 4.150, 3.576)  -0.14
C (1.067, 2.040, 4.673)  -0.15
N (-1.970, 3.592, 3.324)  -0.30
C (-2.861, 4.357, 2.467)  -0.10
C (-2.140, 3.890, 4.745)  -0.12
H (-0.607, 4.727, -0.071)  0.08
H (0.888, 3.801, 0.182)  0.09
H (0.250, 4.908, 1.415)  0.05
H (-2.527, 2.148, 0.396)  0.07
H (-1.014, 1.261, 0.156)  0.07
H (-1.354, 2.710, -0.789)  0.07
H (1.902, 3.931, 2.719)  0.08
H (1.893, 4.367, 4.432)  0.08
H (0.693, 5.071, 3.392)  0.07
H (1.889, 1.577, 4.114)  0.08
H (0.390, 1.248, 4.987)  0.07
H (1.474, 2.493, 5.581)  0.08
H (-2.390, 5.298, 2.172)  0.09
H (-3.790, 4.597, 2.990)  0.08
H (-3.154, 3.813, 1.575)  0.07
H (-1.615, 4.811, 5.010)  0.09
H (-1.761, 3.088, 5.371)  0.07
H (-3.196, 4.011, 5.001)  0.08

Cartesian forces (eV/Å) of the 3 atoms listed first:
0.4465 -0.6205 -0.2500
-0.2515 0.3333 0.1342
0.4790 -0.4601 0.6382

Properties
- HOMO energy: -0.2875 Eh
- Gap between HOMO and LUMO: 8.2293 eV
- SMILES string: C=COC(=O)OC[C@@H](O)CN.CN(C)P(=O)(N(C)C)N(C)C.CN(C)P(=O)(N(C)C)N(C)C
- Energy: -2231.303627 Ha

=====

Record 6
Formula: C14H52F2InNO18S2
Source: the OMol25 dataset
Level of theory: wB97M-V/def2-TZVPD

Last column: Mulliken spin population.
Geometry (Å):
In (1.217, -3.884, 1.929)  0.00
O (3.998, -3.491, -3.446)  0.92
C (2.814, -4.319, -3.585)  -0.04
C (1.699, -4.513, -2.409)  0.01
O (2.152, -4.525, -1.045)  -0.89
H (3.167, -5.342, -3.715)  0.06
H (2.390, -4.129, -4.571)  0.03
H (0.947, -5.263, -2.652)  -0.03
H (1.090, -3.617, -2.526)  -0.07
N (0.528, -1.295, 0.812)  0.01
S (0.433, 0.205, 1.127)  0.00
O (-0.596, 0.619, 2.092)  0.00
O (0.889, 1.207, 0.126)  0.00
F (1.730, 0.145, 2.077)  0.00
S (-0.436, -1.053, -0.635)  -0.01
O (0.379, -0.847, -1.858)  0.01
O (-1.784, -0.539, -0.557)  0.00
F (-0.826, -2.594, -0.797)  0.00
C (-1.741, -5.854, -0.233)  0.00
O (-1.342, -5.687, 1.118)  0.00
H (-1.238, -6.591, -0.858)  0.00
H (-2.783, -5.981, -0.529)  0.00
H (-1.320, -4.994, -0.753)  0.00
H (-2.098, -5.872, 1.680)  0.00
C (2.292, 0.327, 5.719)  0.00
O (3.133, -0.805, 5.451)  0.00
H (2.713, 1.264, 6.084)  0.00
H (1.731, 0.544, 4.810)  0.00
H (1.580, 0.038, 6.492)  0.00
H (3.845, -0.495, 4.886)  0.00
C (-1.678, -1.010, -4.402)  0.06
O (-2.775, -0.432, -3.684)  0.72
H (-1.891, -2.078, -4.345)  0.01
H (-1.711, -0.672, -5.438)  0.10
H (-0.703, -0.669, -4.054)  0.02
H (-2.576, 0.506, -3.629)  0.01
C (2.400, 0.507, -4.476)  0.00
O (2.822, -0.844, -4.242)  0.00
H (2.267, 1.016, -3.522)  0.00
H (3.135, 1.103, -5.018)  0.00
H (1.427, 0.634, -4.951)  0.00
H (2.594, -1.076, -3.339)  0.00
C (-2.723, -2.140, 2.170)  0.00
O (-1.607, -2.966, 2.618)  0.00
H (-2.476, -1.088, 2.311)  0.00
H (-2.774, -2.405, 1.114)  0.00
H (-3.688, -2.379, 2.616)  0.00
H (-1.628, -2.928, 3.577)  0.00
C (-4.389, 1.437, -0.726)  0.00
O (-4.396, 2.432, -1.693)  0.00
H (-5.191, 1.585, -0.002)  0.00
H (-4.387, 0.439, -1.164)  0.00
H (-3.427, 1.638, -0.254)  0.00
H (-4.602, 3.254, -1.242)  0.00
C (-2.099, 0.121, 5.223)  0.00
O (-2.262, 1.461, 4.748)  0.00
H (-3.023, -0.314, 4.842)  0.00
H (-1.192, -0.277, 4.768)  0.00
H (-1.882, 0.014, 6.286)  0.00
H (-2.768, 1.386, 3.936)  0.00
C (-1.553, 3.616, 0.901)  0.00
O (-0.223, 3.835, 0.540)  0.00
H (-2.106, 4.543, 1.054)  0.00
H (-2.011, 3.072, 0.075)  0.00
H (-1.581, 2.921, 1.741)  0.00
H (0.219, 4.028, 1.370)  0.00
C (-1.406, 2.560, -2.755)  0.00
O (-2.497, 2.267, -3.630)  0.06
H (-1.549, 3.507, -2.235)  0.01
H (-1.254, 1.805, -1.984)  0.01
H (-0.514, 2.764, -3.347)  0.00
H (-3.221, 2.093, -3.023)  0.00
C (2.493, 4.031, -1.564)  0.00
O (2.835, 3.289, -0.401)  0.00
H (3.376, 4.510, -1.988)  0.00
H (2.076, 3.347, -2.303)  0.00
H (1.765, 4.772, -1.231)  0.00
H (2.036, 2.843, -0.113)  0.00
C (3.738, -0.060, -0.917)  0.00
O (3.135, -1.263, -1.372)  0.00
H (3.521, 0.703, -1.664)  0.00
H (3.253, 0.281, -0.002)  0.00
H (4.815, -0.132, -0.762)  0.00
H (2.227, -1.128, -1.093)  0.00
C (1.308, 4.052, 3.892)  0.00
O (1.732, 3.232, 2.818)  0.00
H (1.606, 3.645, 4.858)  0.00
H (1.602, 5.100, 3.949)  0.00
H (0.221, 4.005, 3.958)  0.00
H (2.598, 2.847, 2.969)  0.00

Cartesian forces (eV/Å) of the 3 atoms listed first:
-0.4580 0.1161 -0.2921
-2.7529 -1.7229 0.3236
1.4515 -0.1786 1.1064

Properties
- HOMO energy (spin up / spin down): -0.4152 / -0.4152 Eh
- Gap between HOMO and LUMO (spin up / spin down): 6.8575 / 2.3099 eV
- Net charge: +1
- <S²>: 1.7587
- Energy: -3159.073831 Ha
- Spin multiplicity: 2